Entry 1:
A molecular structure, C39H46N4O4SSe2SiTc in a non-equilibrium geometry. Source: OMol25; level of theory: ωB97M-V/def2-TZVPD.

Calculated values
frontier orbital gap (spin up / spin down): 8.8 / 7.2 eV
2S+1: 4
HOMO level (spin up / spin down): -13.2 / -12.6 eV
largest force on an atom: 3.96 eV/Å
charge: +2
energy relative to the best compared isomer or geometry (same formula, charge and spin): 33.4 kJ/mol
⟨S²⟩: 3.7635

Geometry as XYZ:
```
98
Properties=species:S:1:pos:R:3:mulliken_spin:R:1
Tc 0.990 1.255 -0.422 2.95
C 2.471 -2.075 1.972 0.00
Se 1.061 -2.106 0.604 0.06
C 1.391 -3.853 -0.282 0.00
C 2.798 -3.831 -0.859 0.00
Se 2.998 -2.300 -2.087 0.01
C 4.567 -2.914 -3.096 0.00
H 2.528 -3.087 2.244 0.00
H 2.080 -1.426 2.739 0.00
H 3.453 -1.694 1.643 0.00
H 0.602 -3.967 -1.037 0.00
H 1.359 -4.665 0.449 0.00
H 2.890 -4.718 -1.484 0.00
H 3.588 -3.744 -0.109 0.00
H 5.472 -2.448 -2.721 0.00
H 4.374 -2.670 -4.153 0.00
H 4.599 -4.017 -3.013 0.00
O -0.975 1.019 -1.481 0.00
C -1.955 1.565 -0.521 -0.04
C -1.631 0.815 0.820 0.02
O -2.479 0.544 1.648 0.01
O -0.354 0.510 0.921 -0.15
C -1.587 3.065 -0.417 0.11
C -0.982 3.707 -1.522 0.00
C -0.678 5.106 -1.328 -0.01
C -0.917 5.761 -0.150 0.01
C -1.447 5.038 0.913 0.00
C -1.906 3.747 0.790 0.01
C -3.339 1.310 -1.057 0.00
C -3.576 0.702 -2.316 0.00
C -4.893 0.582 -2.722 0.00
C -5.978 0.983 -2.008 0.00
C -5.719 1.605 -0.764 0.00
C -4.420 1.786 -0.322 0.01
H -1.182 1.321 -2.395 0.01
H -0.754 3.332 -2.484 0.00
H -0.172 5.578 -2.178 0.00
H -0.789 6.856 -0.096 0.00
H -1.716 5.574 1.784 0.00
H -2.230 3.141 1.657 0.00
H -2.838 0.194 -2.982 0.00
H -5.099 0.112 -3.694 0.00
H -6.983 0.781 -2.446 0.00
H -6.522 2.098 -0.188 0.00
H -4.175 2.367 0.554 0.00
C 3.149 2.410 4.947 0.00
N 3.258 2.144 3.534 0.01
C 2.308 1.739 2.655 0.02
S 2.814 1.728 0.961 -0.02
N 1.131 1.296 3.075 0.02
C 0.331 1.921 4.158 0.00
H 4.103 2.658 5.283 0.00
H 2.881 1.471 5.445 0.00
H 2.378 3.172 5.275 0.00
H 4.111 2.385 3.051 0.00
H 0.504 0.907 2.360 0.01
H 0.411 2.978 4.182 0.00
H 0.488 1.438 5.158 0.00
H -0.715 1.641 3.965 0.00
C -4.635 -2.977 -0.820 0.00
C -3.418 -3.412 -1.349 0.00
C -2.271 -3.221 -0.539 0.00
C -2.346 -2.628 0.767 0.00
C -3.612 -2.214 1.235 0.00
C -4.756 -2.444 0.444 0.00
Si -0.946 -2.593 1.904 0.00
C -0.480 -4.226 2.603 0.00
C 0.273 -4.427 3.788 0.00
C 0.358 -5.728 4.316 0.00
C -0.299 -6.818 3.686 0.00
C -1.049 -6.611 2.553 0.00
C -1.156 -5.331 2.066 0.00
H -5.549 -3.245 -1.421 0.00
H -3.338 -3.722 -2.387 0.00
H -1.373 -3.662 -0.959 0.00
H -3.733 -1.753 2.207 0.00
H -5.718 -2.174 0.861 0.00
H -0.790 -1.464 2.842 0.00
H 0.717 -3.550 4.250 0.00
H 1.066 -5.947 5.146 0.00
H -0.168 -7.804 4.103 0.00
H -1.521 -7.446 2.014 0.00
H -1.733 -5.145 1.179 0.00
N 4.571 4.009 -6.128 0.00
C 3.460 4.388 -5.409 0.00
O 2.716 5.300 -5.644 0.00
C 3.188 3.541 -4.161 0.00
C 2.875 2.177 -4.267 0.01
C 2.379 1.509 -3.190 -0.01
N 2.238 2.164 -2.006 -0.04
C 2.576 3.440 -1.903 0.00
C 2.979 4.220 -2.998 0.00
H 4.940 4.469 -6.962 0.00
H 5.075 3.157 -5.863 0.00
H 2.938 1.677 -5.217 0.00
H 2.002 0.532 -3.303 0.01
H 2.400 3.835 -0.964 -0.01
H 3.070 5.299 -2.927 0.00
```

Entry 2:
A molecular structure, C39H47Cl3Ge2N3NaO2S5 in a non-equilibrium geometry. Source: OMol25; level of theory: ωB97M-V/def2-TZVPD.

Calculated values
frontier orbital gap: 5.7 eV
2S+1: 1
HOMO level: -2.2 eV
largest force on an atom: 1.10 eV/Å
charge: -2
energy relative to the best compared isomer or geometry (same formula, charge and spin): 51.1 kJ/mol

Geometry as XYZ:
```
102
Properties=species:S:1:pos:R:3:lowdin_charge:R:1
Na -0.547 -1.687 -0.705 0.19
C 1.910 2.410 -3.006 -0.18
C 0.492 2.614 -2.506 -0.37
Ge 0.243 2.618 -0.556 0.86
C -1.685 2.836 -0.382 -0.38
C -2.276 2.880 1.015 -0.19
C 1.210 4.172 0.156 -0.23
C 2.277 3.673 0.812 -0.35
Ge 2.064 1.657 0.735 0.89
C 3.629 0.970 -0.218 -0.35
C 4.584 0.170 0.659 -0.18
C 1.900 1.021 2.570 -0.35
C 1.530 2.105 3.572 -0.18
C 3.376 4.501 1.378 -0.23
C 4.471 3.881 1.968 -0.05
C 5.521 4.615 2.503 -0.09
C 5.492 5.999 2.463 -0.12
C 4.403 6.639 1.882 -0.11
C 3.364 5.898 1.347 -0.05
H 1.972 2.510 -4.092 0.06
H 2.270 1.414 -2.768 0.02
H 2.600 3.135 -2.567 0.06
H -0.169 1.854 -2.927 0.01
H 0.100 3.586 -2.828 0.06
H -2.169 2.073 -0.997 0.02
H -1.823 3.789 -0.906 0.06
H -2.172 1.919 1.514 0.03
H -3.338 3.143 1.003 0.06
H -1.769 3.621 1.639 0.06
H 1.033 5.238 0.012 0.04
H 4.129 1.819 -0.686 0.06
H 3.254 0.322 -1.007 0.01
H 5.058 0.775 1.435 0.05
H 5.387 -0.276 0.069 0.07
H 4.066 -0.648 1.156 0.05
H 2.844 0.537 2.827 0.06
H 1.137 0.245 2.581 0.00
H 2.260 2.916 3.603 0.05
H 1.437 1.696 4.581 0.06
H 0.570 2.561 3.317 0.06
H 4.497 2.800 2.012 0.09
H 6.359 4.097 2.952 0.10
H 6.308 6.578 2.882 0.09
H 4.364 7.721 1.846 0.09
H 2.524 6.407 0.896 0.09
S 2.518 -1.562 -3.213 0.45
C 1.208 -2.619 -3.500 -1.19
N 0.269 -3.022 -2.681 -0.01
C -0.628 -3.861 -3.307 -0.36
C -1.755 -4.401 -2.695 -0.03
C -2.599 -5.213 -3.428 -0.10
C -2.332 -5.500 -4.770 -0.13
C -1.218 -4.963 -5.393 -0.12
C -0.373 -4.143 -4.658 -0.51
S 1.059 -3.298 -5.127 0.93
H -1.993 -4.161 -1.666 0.05
H -3.482 -5.614 -2.948 0.09
H -3.005 -6.136 -5.332 0.08
H -1.013 -5.170 -6.434 0.09
Cl -2.911 -0.643 -0.203 0.77
C -4.568 -0.988 0.281 -0.63
C -5.353 0.142 0.426 -0.15
C -6.684 0.004 0.797 -0.13
C -7.170 -1.278 1.007 -0.16
C -6.349 -2.377 0.855 -0.69
Cl -7.080 -3.938 1.154 0.59
C -4.986 -2.322 0.479 -0.83
S -3.966 -3.682 0.303 0.50
H -4.908 1.114 0.265 0.09
H -7.319 0.869 0.924 0.08
H -8.199 -1.440 1.299 0.09
Cl 5.521 -5.994 1.790 0.59
C 4.242 -4.817 1.526 -0.67
C 3.197 -4.751 2.431 -0.12
C 2.188 -3.828 2.213 -0.01
C 2.249 -2.964 1.127 -0.11
C 3.302 -3.054 0.225 -0.02
C 4.303 -3.996 0.415 -0.10
C 1.153 -1.955 0.884 -0.65
O 0.006 -2.238 1.297 -0.07
O 1.458 -0.948 0.205 -0.10
H 3.175 -5.421 3.279 0.09
H 1.336 -3.765 2.874 0.12
H 3.299 -2.408 -0.643 0.07
H 5.115 -4.094 -0.291 0.10
N -3.683 0.239 -5.491 0.05
C -3.160 0.073 -4.236 -0.97
N -4.009 0.413 -3.229 0.08
S -1.630 -0.491 -3.982 0.70
H -4.425 0.908 -5.615 0.08
H -3.013 0.164 -6.240 0.08
H -5.002 0.393 -3.407 0.10
H -3.720 0.125 -2.296 0.00
C -2.633 -1.646 3.277 -0.42
S -1.387 -0.361 3.370 0.77
C -2.154 0.711 4.592 -0.43
H -2.749 -2.158 4.233 0.04
H -2.302 -2.360 2.528 0.00
H -3.596 -1.239 2.965 0.03
H -2.161 0.264 5.587 0.02
H -3.180 0.956 4.307 0.03
H -1.588 1.640 4.631 0.01
```

Entry 3:
A molecular structure, C39H47GeI2N4O3SiTa in a non-equilibrium geometry. Source: OMol25; level of theory: ωB97M-V/def2-TZVPD.

Calculated values
frontier orbital gap: 6.3 eV
2S+1: 1
HOMO level: -13.3 eV
largest force on an atom: 1.05 eV/Å
charge: +2
energy relative to the best compared isomer or geometry (same formula, charge and spin): 169.5 kJ/mol

Geometry as XYZ:
```
98
Properties=species:S:1:pos:R:3:lowdin_charge:R:1
Ta -0.203 -0.310 0.760 1.87
I -5.022 -2.418 -5.171 0.97
C -3.901 -1.748 -3.563 -0.73
C -3.826 -0.384 -3.295 -0.20
C -3.103 0.064 -2.197 -0.62
I -2.870 2.109 -1.925 1.08
C -2.468 -0.856 -1.373 -0.38
O -1.770 -0.502 -0.268 -0.33
C -2.464 -2.205 -1.690 -0.16
C -1.576 -3.118 -0.880 -0.11
N -0.185 -2.581 -0.776 -0.06
C 0.396 -2.368 -2.109 -0.13
C 0.420 -0.932 -2.540 -0.26
C 0.286 -0.594 -3.877 0.02
C 0.495 0.717 -4.269 -0.01
C 0.842 1.656 -3.310 -0.04
C 0.917 1.247 -1.995 -0.14
N 0.703 -0.020 -1.602 0.03
C -3.191 -2.651 -2.782 -0.09
H -4.325 0.327 -3.937 0.09
H -1.569 -4.099 -1.361 0.14
H -1.957 -3.238 0.130 0.08
H 0.368 -3.278 -0.289 0.09
H -0.124 -2.964 -2.861 0.14
H 1.433 -2.707 -2.093 0.13
H 0.037 -1.357 -4.603 0.13
H 0.403 0.999 -5.309 0.13
H 1.037 2.686 -3.571 0.12
H 1.162 1.958 -1.217 0.08
H -3.214 -3.708 -3.017 0.11
N -4.016 4.189 1.177 0.20
C -3.099 4.061 2.162 -0.52
O -3.327 4.210 3.339 0.11
C -1.714 3.634 1.727 -0.09
C -0.621 4.483 1.849 0.07
C 0.639 4.010 1.526 0.02
C 0.781 2.703 1.105 -0.09
N -0.268 1.869 1.020 -0.09
C -1.498 2.334 1.331 -0.14
H -4.932 4.528 1.428 0.13
H -3.769 4.159 0.204 0.05
H -0.757 5.497 2.204 0.15
H 1.514 4.639 1.611 0.13
H 1.752 2.305 0.857 0.08
H -2.317 1.630 1.291 0.07
C 2.076 -3.704 1.603 -0.09
C 3.253 -2.741 1.361 -0.59
C 3.412 -2.484 -0.145 -0.08
C 4.534 -3.391 1.905 -0.07
Si 2.970 -1.078 2.190 0.63
O 1.468 -0.536 1.493 -0.44
C 2.622 -1.113 4.002 -0.22
C 1.677 -1.988 4.558 -0.11
C 1.398 -1.968 5.915 -0.07
C 2.050 -1.062 6.743 -0.06
C 2.998 -0.199 6.217 -0.06
C 3.281 -0.225 4.858 -0.08
C 4.248 0.137 1.628 -0.23
C 3.974 1.074 0.630 -0.11
C 4.949 1.941 0.163 -0.07
C 6.234 1.876 0.684 -0.06
C 6.536 0.943 1.665 -0.05
C 5.552 0.084 2.134 -0.09
H 2.106 -4.522 0.875 0.10
H 1.098 -3.213 1.530 0.04
H 2.134 -4.161 2.591 0.09
H 3.488 -3.436 -0.680 0.10
H 4.322 -1.919 -0.357 0.09
H 2.573 -1.914 -0.556 0.04
H 4.714 -4.346 1.403 0.10
H 4.461 -3.585 2.977 0.09
H 5.408 -2.760 1.730 0.08
H 1.162 -2.708 3.932 0.09
H 0.685 -2.667 6.331 0.11
H 1.821 -1.037 7.801 0.12
H 3.528 0.486 6.865 0.11
H 4.024 0.456 4.459 0.10
H 2.985 1.096 0.189 0.05
H 4.719 2.657 -0.617 0.11
H 7.001 2.546 0.318 0.12
H 7.541 0.880 2.061 0.12
H 5.806 -0.635 2.907 0.11
C -4.204 0.034 1.984 -0.20
Ge -2.881 -0.968 3.009 0.78
C -3.173 -0.758 4.914 -0.20
C -2.796 -2.860 2.505 -0.20
C -1.031 -0.261 2.681 -0.39
H -5.179 -0.433 2.126 0.04
H -3.997 0.050 0.914 0.00
H -4.281 1.059 2.354 0.02
H -4.081 -1.271 5.229 0.03
H -3.273 0.298 5.167 0.03
H -2.332 -1.170 5.472 0.02
H -2.861 -3.476 3.403 0.03
H -1.852 -3.098 2.014 -0.01
H -3.623 -3.146 1.854 0.03
H -0.327 -0.826 3.305 0.00
H -0.988 0.774 3.012 0.02
```

Among the records above, which one has the highest energy relative to the best compared isomer or geometry (same formula, charge and spin)?
C39H47GeI2N4O3SiTa

The highest energy relative to the best compared isomer or geometry (same formula, charge and spin) belongs to which entry?
C39H47GeI2N4O3SiTa

Look up the 2S+1 of the first one.
4